No. 1
ORCA calculation (ωB97M-V/def2-TZVPD) on an isolated molecule of H4N4 at a distorted geometry.

XYZ file:
```
8
Properties=species:S:1:pos:R:3:lowdin_charge:R:1
N -0.486 0.424 0.153 -0.21
N 0.439 -0.499 -0.152 -0.16
N -1.652 -0.153 -0.023 0.00
N 1.710 0.085 -0.010 0.01
H -1.716 -1.184 -0.065 0.10
H -2.338 0.361 0.536 0.10
H 1.670 1.099 0.296 0.10
H 2.373 -0.134 -0.734 0.07
```

Its max |F| is 5.538 eV/Å. The LUMO energy (alpha / beta) comes out at 1.6 / -0.8 eV. The value obtained for the HOMO-LUMO gap (alpha / beta) is 7.59 / 8.72 eV. As for the multiplicity: 3.

---

No. 2
ORCA calculation (ωB97M-V/def2-TZVPD) on a structure of composition C2H7NO2Si at a distorted geometry.

XYZ file:
```
13
Properties=species:S:1:pos:R:3:lowdin_charge:R:1
C -0.085 1.339 -0.563 -0.11
C -0.791 -0.007 -0.419 -0.48
N -2.090 0.003 0.193 -0.46
O -2.682 1.061 0.359 0.07
O -2.464 -1.110 0.575 -0.04
Si 0.088 -1.533 0.182 0.69
H -0.860 1.989 -0.990 0.08
H 0.834 1.354 -1.114 0.06
H 0.450 1.623 0.405 0.10
H -1.394 -0.365 -1.641 0.24
H 1.273 -0.844 0.728 -0.07
H -0.597 -2.265 1.283 -0.04
H 0.484 -2.213 -1.094 -0.05
```

Its max |F| is 5.138 eV/Å. The LUMO energy comes out at -0.2 eV. The value obtained for the HOMO-LUMO gap is 10.55 eV.

---

Respective relative energy (zero: lowest compared OMol25 entry of this formula, charge and spin) values: 0.000, 6.727 eV.